Below is a structure of composition C17H18AuF6N4O5Sb in a non-equilibrium geometry, with properties calculated with the ωB97M-V functional and the def2-TZVPD basis.

```
! RIJCOSX wB97M-V def2-TZVPD def2/J DEFGRID3
* xyz 1 2
H 6.439 -1.201 5.044
C -2.933 1.538 -3.288
H 0.101 -1.946 -5.203
H 2.741 -0.489 -2.283
C -4.134 1.866 0.905
H 0.717 -1.018 2.570
F -2.755 -4.144 0.297
Au -0.328 1.281 -1.330
C 4.339 0.011 3.310
C 2.291 -1.129 4.009
C 3.604 -0.757 4.255
H -4.430 1.659 1.928
H 2.447 -2.298 -4.351
C 3.765 0.452 2.142
O -2.190 2.047 -0.465
C 5.647 -0.433 5.036
O 5.586 0.188 3.776
N 0.773 0.040 -2.826
H -2.342 0.723 1.000
N -2.428 -0.125 -4.627
H 4.315 1.047 1.432
C -3.432 0.724 -4.278
H -4.614 1.147 0.240
F -1.321 -0.958 -1.204
H 5.881 0.315 5.812
H -2.510 -0.873 -5.299
F -0.516 -2.571 0.730
F -2.854 -1.385 0.863
H -3.407 2.324 -2.738
C 2.431 0.117 1.922
C -1.850 2.562 1.865
N -1.655 1.194 -3.055
C -0.071 -0.414 -3.753
Sb -2.036 -2.575 -0.418
O 0.669 1.064 0.604
C 1.831 0.584 0.596
C -2.617 1.787 0.761
H -1.951 2.088 2.834
O 2.577 0.436 -0.359
H 1.761 -1.754 4.707
N 0.518 -1.396 -4.467
C -1.361 0.173 -3.855
H -2.292 3.559 1.902
F -1.060 -3.415 -1.823
H -0.801 2.634 1.592
C 1.765 -1.573 -3.960
O 4.398 -1.027 5.298
F -3.476 -2.264 -1.619
H -4.468 2.866 0.630
C 1.909 -0.669 -2.934
H -4.397 0.694 -4.742
C 1.722 -0.706 2.816
*
```

Results
molar mass = 791.1 g mol⁻¹
ΔE to the lowest compared entry with this formula, charge and spin = 96.2 kcal/mol
F_max = 0.096 hartree/bohr
highest occupied orbital energy (alpha / beta) = -11.4 / -11.4 eV
<S²> = 0.768

natural (NBO) atomic charge list, values in e, 6 entries: number 1, H, carries 0.22; number 2, C, carries -0.04; number 3, H, carries 0.44; number 4, H, carries 0.27; number 5, C, carries -0.60; number 6, H, carries 0.28

Below is the molecule C4H2F3NOS2 in a non-equilibrium geometry, with properties calculated with the ωB97M-V functional and the def2-TZVPD basis.

```
! RIJCOSX wB97M-V def2-TZVPD def2/J DEFGRID3
* xyz 0 1
S -0.417 -0.585 1.122
N -1.311 -0.312 -1.287
F 2.362 0.107 1.205
C -2.146 -0.632 0.827
F 0.973 1.682 0.677
O 2.507 -1.209 -1.095
C 2.080 0.986 0.300
C -2.365 -0.560 -0.508
H -2.990 -0.788 1.569
F 3.068 1.935 0.161
C -0.230 -0.313 -0.625
H -3.332 -0.328 -0.994
S 1.802 0.017 -1.353
*
```

Results
molar mass = 201.2 g mol⁻¹
F_max = 0.073 hartree/bohr
highest occupied orbital energy = -9.7 eV

natural (NBO) atomic charge list, values in e, 6 entries: number 1, S, carries 0.39; number 2, N, carries -0.47; number 3, F, carries -0.29; number 4, C, carries -0.42; number 5, F, carries -0.32; number 6, O, carries -0.89

Below is a structure of composition C32H29F6N5O7PSSbTl, with properties calculated with the ωB97M-V functional and the def2-TZVPD basis.

```
! RIJCOSX wB97M-V def2-TZVPD def2/J DEFGRID3
* xyz -2 2
C 0.136 -3.274 -0.841
C -4.606 2.267 -0.112
N -2.247 1.062 3.262
F 2.417 -0.684 -4.485
H 2.860 1.261 3.471
O -2.052 2.074 0.637
C -5.094 1.962 3.150
C 4.604 -0.689 1.051
C -3.964 0.212 1.718
C -5.121 0.800 2.463
O 6.855 2.087 1.640
O 7.207 -0.138 1.835
H -1.797 -1.152 4.105
H -4.317 2.828 -1.000
H -0.750 2.939 4.096
H -6.033 2.304 3.579
C 1.824 -2.713 3.954
Tl 0.070 0.046 -0.187
C -4.679 -2.247 1.309
H 2.254 -4.917 -3.533
C 6.548 0.885 1.565
C 3.518 -2.916 -2.170
P 0.807 -0.550 -4.558
C 1.795 1.054 3.597
N 2.485 0.075 0.297
S -3.203 1.210 0.260
C 2.956 1.322 0.288
H -2.990 -3.128 4.131
N 1.400 -2.889 -1.013
C 1.635 -4.495 -2.753
O 2.331 3.569 -0.086
F -0.808 -0.426 -4.599
N 0.677 -0.734 2.418
H -1.479 -4.558 -1.460
H 1.228 1.642 2.878
C -3.947 2.781 3.361
F 0.930 1.056 -4.465
H -4.643 -0.755 -0.124
H 2.864 -1.908 0.646
H -4.807 2.933 0.724
O 0.767 2.030 -0.396
C -2.881 0.028 2.784
H -0.093 -5.680 -3.205
C 1.515 -0.405 3.396
H 3.450 -1.849 -2.386
H -4.674 -3.894 2.695
C -4.275 -2.906 2.501
H 4.125 -3.040 -1.273
H -1.863 4.300 3.799
C -1.518 3.333 3.431
H 2.823 -1.091 4.954
C 4.254 1.629 0.662
C 3.299 -0.917 0.659
H 5.256 -1.496 1.358
C 0.395 -2.018 2.183
C 0.330 -4.906 -2.576
C 2.139 -3.464 -1.962
C -2.565 -1.243 3.344
H -6.025 0.201 2.446
H -5.184 -2.867 0.570
H -4.111 3.808 3.670
O -1.691 3.134 -3.743
H -1.070 3.470 2.444
C -4.391 -0.991 0.908
H 4.596 2.654 0.663
C -3.291 -2.434 3.349
H 4.013 -3.404 -3.009
C 0.932 -3.045 2.942
H 1.506 1.362 4.604
F 0.679 -2.164 -4.623
C -0.442 -4.280 -1.607
H 0.676 -4.078 2.742
C 2.120 -1.383 4.185
C 1.976 2.410 -0.094
O -1.623 1.408 -2.413
H 2.288 -3.489 4.552
H -5.470 1.638 -0.322
F 0.867 -0.481 -6.170
C 5.103 0.608 1.068
Sb -1.115 -2.324 0.675
F 0.739 -0.634 -2.916
N -1.196 2.231 -3.153
C -2.644 2.349 3.301
*
```

Results
molar mass = 1098.8 g mol⁻¹
ΔE to the lowest compared entry with this formula, charge and spin = 56.2 kcal/mol
F_max = 0.012 hartree/bohr
highest occupied orbital energy (alpha / beta) = -2.2 / -2.2 eV
<S²> = 0.753

Mulliken atomic charge list, values in e, 6 entries: number 1, C, carries 0.03; number 2, C, carries -1.08; number 3, N, carries -0.16; number 4, F, carries -0.38; number 5, H, carries 0.32; number 6, O, carries -0.61

Below is a cluster of 10 separate species, C55H121N11O7 in total in a non-equilibrium geometry, with properties calculated with the ωB97M-V functional and the def2-TZVPD basis.

```
! RIJCOSX wB97M-V def2-TZVPD def2/J DEFGRID3
* xyz 6 1
H -21.970 -8.223 0.347
C -22.132 -12.681 4.215
H -22.626 -8.607 1.835
H -25.896 -11.797 7.718
N -24.336 -14.560 1.477
C -25.220 -13.695 0.625
H -23.930 -12.615 6.541
H -23.170 -10.922 1.197
C -25.602 -3.280 6.187
N -25.578 -5.427 5.568
H -23.005 -15.839 10.681
C -23.550 -7.844 -2.112
C -23.586 -15.780 3.166
C -26.802 -11.750 9.603
H -21.437 -17.698 9.541
C -21.369 -4.705 5.219
H -21.663 -9.270 8.830
C -21.588 -16.669 9.213
C -21.484 -16.774 7.652
H -30.181 -9.359 1.637
H -27.923 -15.044 7.470
C -24.737 -3.621 8.520
O -23.915 -7.249 9.424
H -26.003 -12.597 4.301
C -26.474 -7.112 -1.052
N -28.010 -7.970 7.851
H -24.507 -10.271 4.453
H -28.228 -12.998 1.378
H -26.864 -6.625 4.699
H -22.729 -17.652 6.011
H -28.755 -6.032 7.341
N -29.038 -11.037 1.598
H -30.593 -10.651 2.937
H -24.319 -10.480 -2.478
H -26.035 -13.376 1.275
H -25.300 -7.792 3.079
H -21.067 -6.194 7.860
H -26.299 -8.346 9.251
N -24.473 -8.700 -1.181
H -29.288 -12.875 2.796
O -27.609 -13.289 4.806
C -25.915 -4.151 5.171
C -25.790 -6.670 4.875
C -24.169 -8.340 0.370
C -22.556 -9.195 9.451
H -28.202 -10.865 6.355
H -24.098 -2.744 8.420
O -29.708 -11.857 -1.293
H -24.310 -17.581 10.665
C -22.493 -10.309 0.602
H -22.362 -8.914 10.486
C -19.734 -6.296 3.173
H -25.438 -15.286 10.424
C -20.228 -6.851 4.527
H -25.299 -20.583 9.796
H -23.352 -16.263 4.103
H -19.165 -4.654 7.083
H -24.924 -10.792 -0.794
H -21.433 -17.205 4.170
H -20.834 -3.980 4.605
C -21.423 -16.755 2.065
H -26.332 -12.698 9.861
C -27.985 -10.526 2.714
H -20.568 -17.257 7.315
H -22.158 -6.685 6.474
H -27.860 -11.921 9.402
H -25.734 -10.663 5.450
H -26.278 -15.731 8.989
H -27.609 -11.086 -0.058
H -29.194 -14.508 6.489
H -23.965 -15.879 6.886
H -21.482 -10.632 0.849
H -25.651 -3.396 9.069
C -22.744 -17.581 7.098
N -20.473 -5.855 5.726
H -27.508 -6.038 8.525
H -22.052 -10.121 -1.512
C -24.875 -11.148 4.986
H -23.976 -6.791 3.709
C -24.532 -17.892 9.644
H -23.962 -6.856 -2.318
C -25.929 -8.454 -1.565
H -31.143 -10.798 1.221
H -29.146 -6.687 8.989
H -19.891 -17.538 3.454
H -21.239 -7.186 4.295
C -24.219 -10.243 -1.419
C -22.780 -8.813 0.776
C -23.570 -8.267 8.764
N -25.104 -4.059 7.204
C -27.904 -6.979 -1.535
H -25.554 -7.499 5.543
H -26.981 -10.802 2.392
H -24.271 -4.466 9.029
H -27.951 -9.449 2.877
H -25.201 -10.669 8.756
H -24.924 -17.260 7.089
C -30.388 -10.397 1.897
O -18.375 -6.125 3.196
H -26.614 -9.193 -1.148
C -23.736 -11.679 6.017
C -29.472 -10.551 -0.896
H -22.558 -11.741 -1.080
H -21.651 -17.778 1.766
H -24.643 -6.187 7.356
H -30.398 -10.072 -0.578
H -22.348 -9.500 5.414
C -22.916 -15.956 9.601
H -29.953 -12.828 1.102
C -24.017 -16.795 7.475
C -25.297 -15.426 9.352
H -27.994 -7.002 -2.621
H -18.133 -5.845 2.310
H -20.012 -6.968 2.361
H -20.255 -5.386 2.873
H -21.244 -11.140 7.332
H -24.847 -8.979 0.936
C -25.985 -18.494 9.670
H -22.254 -5.019 4.665
O -25.247 -12.093 3.992
H -24.618 -12.855 0.278
H -25.276 -6.056 2.767
H -28.197 -10.976 3.684
H -22.535 -7.703 -1.740
H -25.874 -2.247 6.345
H -18.826 -4.743 5.296
H -19.521 -7.597 4.889
H -26.614 -17.806 10.236
H -21.316 -15.813 7.165
C -25.046 -6.823 3.507
C -24.517 -14.894 2.793
H -26.098 -8.520 -2.640
H -23.792 -18.637 9.352
C -29.138 -12.544 1.769
H -22.379 -13.619 4.714
H -21.549 -12.855 7.201
C -28.012 -10.010 6.988
H -26.020 -6.195 -1.427
H -22.928 -14.956 9.168
N -27.038 -9.976 8.017
C -19.150 -5.278 6.189
C -28.728 -8.847 7.092
C -23.315 -15.321 1.007
H -23.427 -8.422 -3.028
H -24.973 -14.477 8.924
H -28.635 -7.713 -1.195
C -26.179 -11.042 8.452
H -22.909 -12.484 3.476
C -28.208 -14.202 6.837
H -22.804 -18.599 7.484
H -22.375 -10.274 3.809
C -21.143 -6.645 6.870
H -20.752 -16.444 1.264
H -22.956 -10.209 9.447
N -24.228 -16.555 9.000
H -26.420 -4.017 4.226
H -20.390 -12.065 6.054
H -26.385 -18.602 8.662
C -28.394 -6.588 8.206
C -22.788 -10.685 -0.938
H -24.415 -7.298 0.576
C -27.198 -13.874 5.820
H -25.639 -14.293 -0.184
H -26.599 -7.058 0.029
H -21.648 -4.171 6.127
H -20.429 -15.858 3.756
C -27.005 -8.696 8.512
H -26.623 -11.081 10.444
O -26.038 -14.208 5.946
C -25.869 -19.857 10.376
H -28.944 -12.314 -1.654
H -29.146 -10.075 -1.821
C -20.733 -16.847 3.415
H -29.558 -8.536 6.476
H -18.596 -6.157 6.519
C -25.044 -5.347 6.809
C -21.955 -10.321 4.814
N -22.295 -11.712 5.446
H -20.729 -7.652 6.829
H -23.636 -10.923 6.796
H -28.467 -13.330 7.436
H -21.126 -12.613 3.802
H -20.865 -10.326 4.825
H -26.828 -20.373 10.438
H -23.000 -15.386 -0.024
H -28.143 -9.417 0.460
N -22.719 -15.925 2.082
C -21.316 -11.963 6.621
H -25.259 -14.362 3.371
O -23.707 -8.421 7.527
H -20.701 -16.173 9.607
H -25.397 -19.726 11.350
H -28.385 -6.036 -1.274
C -28.433 -10.450 0.266
*
```

Results
molar mass = 1048.6 g mol⁻¹
F_max = 0.070 hartree/bohr
highest occupied orbital energy = -19.7 eV

Mulliken atomic charge list, values in e, 6 entries: number 1, H, carries 0.48; number 2, C, carries -0.24; number 3, H, carries -0.27; number 4, H, carries -0.92; number 5, N, carries 0.34; number 6, C, carries -0.37